Record 1
One molecule with the formula CHBr2NO in a non-equilibrium geometry. Source: the Open Molecules 2025 dataset; level of theory: ωB97M-V with the def2-TZVPD basis set.

Output
SMILES = O=C(Br)NBr
E_HOMO = -9.8 eV
M = 202.833 g/mol
Kohn-Sham gap = 9.8 eV
Energy relative to the best compared isomer or geometry (same formula, charge and spin) = 24.9 kcal per mole

Geometry as XYZ:
```
6
Properties=species:S:1:pos:R:3:forces:R:3:mulliken_charge:R:1
O 0.686 -2.636 0.127 1.6 1.0 -0.3 -0.3701
C 1.006 -1.518 -0.095 -5.1 1.0 -0.6 0.5898
Br 2.568 -0.562 -0.055 1.3 0.1 0.0 -0.0658
N -0.199 -0.407 -0.492 3.7 -2.0 1.2 -0.4321
Br -1.801 -1.290 -0.009 0.3 1.1 0.1 -0.0061
H 0.191 0.420 0.062 -1.8 -1.2 -0.4 0.2844
```
Forces are in eV/Å.


Record 2
A 3-piece molecular cluster, CHBr2O2P overall in a non-equilibrium geometry. Source: the Open Molecules 2025 dataset; level of theory: ωB97M-V with the def2-TZVPD basis set.

Output
E_HOMO (alpha / beta) = -8.2 / -8.2 eV
M = 235.799 g/mol
Kohn-Sham gap (alpha / beta) = 6.9 / 6.8 eV
Energy relative to the best compared isomer or geometry (same formula, charge and spin) = 51.8 kcal per mole

Geometry as XYZ:
```
7
Properties=species:S:1:pos:R:3:forces:R:3:mulliken_charge:R:1
C -1.685 3.788 0.015 1.3 1.4 0.0 0.6703
O -0.838 4.556 0.009 1.6 1.2 0.0 -0.3575
O -2.553 3.069 0.013 -2.8 -2.6 0.0 -0.2997
P -2.826 -0.858 1.762 0.1 -0.1 0.8 0.0326
Br -3.161 -0.550 -0.306 -0.2 0.1 -0.8 -0.0261
Br 0.415 0.657 0.693 0.1 0.0 -0.1 -0.2275
H 1.099 0.571 -0.550 0.0 0.0 0.1 0.2078
```
Forces are in eV/Å.


Record 3
CHBr4O2P as an isolated structure in a non-equilibrium geometry. Source: the Open Molecules 2025 dataset; level of theory: ωB97M-V with the def2-TZVPD basis set.

Output
E_HOMO = -9.7 eV
M = 395.607 g/mol
Kohn-Sham gap = 9.8 eV
Energy relative to the best compared isomer or geometry (same formula, charge and spin) = 2.9 kcal per mole

Geometry as XYZ:
```
9
Properties=species:S:1:pos:R:3:forces:R:3:mulliken_charge:R:1
C 0.291 2.083 1.559 0.9 -0.7 0.1 0.3850
O -0.184 -2.534 -2.031 -0.7 0.1 -1.4 -0.4256
O 1.315 2.399 1.084 0.5 0.1 0.3 -0.3480
P 0.654 -1.831 -0.868 0.3 -1.0 0.3 0.4064
Br 0.830 0.184 -1.670 -0.1 0.9 -0.2 -0.1478
Br -1.317 2.521 0.811 -1.7 0.6 -0.7 0.0113
Br 0.080 0.915 3.058 0.3 0.1 0.3 -0.0631
Br -0.916 -1.723 0.714 -0.2 0.3 0.1 -0.1567
H -0.752 -2.015 -2.658 0.7 -0.5 1.0 0.3386
```
Forces are in eV/Å.


Record 4
A 2-piece molecular cluster, CHBrCl2 overall. Source: the Open Molecules 2025 dataset; level of theory: ωB97M-V with the def2-TZVPD basis set.

Output
E_HOMO (alpha / beta) = -10.8 / -8.8 eV
M = 163.829 g/mol
Kohn-Sham gap (alpha / beta) = 9.9 / 5.5 eV
Energy relative to the best compared isomer or geometry (same formula, charge and spin) = 41.6 kcal per mole

Geometry as XYZ:
```
5
Properties=species:S:1:pos:R:3:forces:R:3:mulliken_charge:R:1
C -0.442 -0.618 0.482 0.0 0.7 -0.4 -0.0929
Cl 0.192 -0.890 1.998 0.2 0.0 0.5 -0.0513
Cl -2.106 -0.722 0.230 -0.2 -0.2 0.0 -0.0852
Br 0.046 1.272 4.299 0.0 -0.2 -0.2 -0.0990
H 0.060 0.108 -0.151 0.1 -0.3 0.1 0.3284
```
Forces are in eV/Å.


Record 5
A 2-piece molecular cluster, CHBrClNO overall in a non-equilibrium geometry. Source: the Open Molecules 2025 dataset; level of theory: ωB97M-V with the def2-TZVPD basis set.

Output
SMILES = [O-][N+]#CCl.Br
E_HOMO = -9.7 eV
M = 158.382 g/mol
Kohn-Sham gap = 10.0 eV
Energy relative to the best compared isomer or geometry (same formula, charge and spin) = 75.4 kcal per mole

Geometry as XYZ:
```
6
Properties=species:S:1:pos:R:3:forces:R:3:mulliken_charge:R:1
O -0.728 4.122 1.472 0.6 1.3 2.0 -0.6076
N -0.681 3.751 0.352 -1.3 -2.1 -2.4 0.5289
C -0.928 3.189 -0.641 0.6 0.8 0.7 0.1614
Cl -0.893 2.482 -2.104 0.1 -0.1 -0.3 -0.0759
Br 0.151 0.040 0.974 -0.3 1.2 1.7 -0.2342
H -0.050 0.921 2.199 0.3 -1.2 -1.7 0.2273
```
Forces are in eV/Å.


Record 6
A 2-piece molecular cluster, CHBrClNO overall in a non-equilibrium geometry. Source: the Open Molecules 2025 dataset; level of theory: ωB97M-V with the def2-TZVPD basis set.

Output
SMILES = [O-][N+]#CCl.Br
E_HOMO = -9.9 eV
M = 158.382 g/mol
Kohn-Sham gap = 9.5 eV
Energy relative to the best compared isomer or geometry (same formula, charge and spin) = 80.0 kcal per mole

Geometry as XYZ:
```
6
Properties=species:S:1:pos:R:3:forces:R:3:mulliken_charge:R:1
O -2.181 -0.050 -0.975 0.1 0.6 -0.9 -0.5664
N -1.212 -0.457 -0.410 -0.9 -0.9 1.5 0.5270
C -0.602 -0.991 0.447 1.1 0.0 -0.6 0.0811
Cl 0.865 -1.659 0.861 -0.3 0.1 0.0 -0.0368
Br 1.193 2.095 0.483 1.2 -1.6 -1.5 -0.2048
H 1.936 1.062 -0.405 -1.2 1.7 1.4 0.1998
```
Forces are in eV/Å.


> What is the formula in the fourth record?

CHBrCl2


> Number 6 is which compound?

CHBrClNO